No. 1
Below is a molecular structure, H3N2O, with properties calculated with wB97M-V/def2-TZVPD.

Results
HOMO ... -1.05 eV
Max |F| ... 4.260 eV Å⁻¹
Total energy ... -5072.5986 eV
Molar mass ... 47.037 g/mol
Energy above the lowest of the compared OMol25 structures with the same formula, charge and spin ... 62.2 kcal per mole
Net charge ... -1

Positions of all 6 atoms, in Å:
N  -0.792  0.063  0.346
N  0.522  -0.592  0.181
O  1.450  0.270  0.073
H  -0.951  0.676  -0.656
H  -0.539  0.823  0.955
H  0.310  -1.239  -0.899

Cartesian forces, eV/Å:
-0.958 1.138 -3.916
-1.978 -3.499 -1.412
1.916 1.778 -0.683
0.425 -1.513 3.038
0.213 0.380 0.447
0.382 1.716 2.526


No. 2
Below is 2 unconnected molecules or ions with the total composition H3N2O3S, with properties calculated with wB97M-V/def2-TZVPD.

Results
HOMO (spin up / spin down) ... -3.69 / -2.58 eV
Max |F| ... 3.469 eV Å⁻¹
Total energy ... -20005.2883 eV
Molar mass ... 111.102 g/mol
Energy above the lowest of the compared OMol25 structures with the same formula, charge and spin ... 58.4 kcal per mole
Net charge ... -1

Positions of all 9 atoms, in Å:
N  0.450  -1.535  -0.474
N  -0.244  -0.613  -1.304
O  -0.641  2.507  0.043
O  0.854  0.887  1.069
O  -1.626  0.660  1.368
S  -0.508  1.194  0.629
H  1.376  -1.265  -0.125
H  -0.173  -1.901  0.192
H  0.513  0.065  -1.399

Cartesian forces, eV/Å:
0.393 0.009 -1.869
1.324 0.437 2.106
-0.408 1.155 0.115
-0.024 0.084 0.950
-0.376 0.091 1.119
0.908 -1.875 -2.774
-1.059 0.203 0.147
-0.478 -0.508 1.088
-0.281 0.404 -0.882


No. 3
Below is H3N3O2 in the gas phase, with properties calculated with wB97M-V/def2-TZVPD.

Results
HOMO ... -10.38 eV
Max |F| ... 5.715 eV Å⁻¹
Total energy ... -8609.2694 eV
Molar mass ... 77.043 g/mol
Energy above the lowest of the compared OMol25 structures with the same formula, charge and spin ... 13.8 kcal per mole

Positions of all 8 atoms, in Å:
N  0.463  -1.090  0.467
N  0.462  -0.091  -0.358
N  -0.386  0.924  -0.229
O  -0.745  1.235  0.895
O  -0.609  1.530  -1.258
H  0.412  -0.806  1.435
H  -0.409  -1.637  0.452
H  0.812  -0.066  -1.405

Cartesian forces, eV/Å:
-0.856 -3.696 2.623
1.707 1.993 -5.077
-0.427 1.788 0.398
-0.445 -0.447 -0.159
-0.319 0.472 -0.256
1.008 0.730 0.232
0.222 -0.038 -0.805
-0.890 -0.801 3.043


No. 4
Below is 2 unconnected molecules or ions with the total composition H3N3O2S, with properties calculated with wB97M-V/def2-TZVPD.

Results
2S+1 ... 3
HOMO (spin up / spin down) ... -9.49 / -9.62 eV
<S²> ... 2.01
Max |F| ... 2.456 eV Å⁻¹
Total energy ... -19442.1231 eV
Molar mass ... 109.110 g/mol
Energy above the lowest of the compared OMol25 structures with the same formula, charge and spin ... 11.0 kcal per mole

Positions of all 9 atoms, in Å:
N  0.743  -0.052  1.314
N  0.704  0.452  0.076
N  -0.481  0.989  -0.291
O  -1.353  1.034  0.576
O  -0.584  1.365  -1.462
S  0.175  -1.682  -1.472
H  1.592  -0.493  1.625
H  0.027  -0.593  1.771
H  -0.823  -1.019  -2.136

Cartesian forces, eV/Å:
-0.163 0.053 -0.420
2.210 -0.386 1.001
-1.721 0.264 0.856
-0.135 0.184 -0.732
0.455 -0.464 1.222
-0.613 -0.440 -0.879
0.917 0.505 -0.955
-1.490 0.637 -0.410
0.540 -0.353 0.317


No. 5
Below is H3N3O3S in the gas phase, with properties calculated with wB97M-V/def2-TZVPD.

Results
HOMO ... -9.14 eV
Max |F| ... 3.109 eV Å⁻¹
Total energy ... -21487.5694 eV
Molar mass ... 125.109 g/mol
Energy above the lowest of the compared OMol25 structures with the same formula, charge and spin ... 132.5 kcal per mole

Positions of all 10 atoms, in Å:
H  0.772  2.774  -1.334
N  0.272  2.081  -0.697
N  1.017  1.347  -0.088
N  0.117  0.383  0.796
O  -1.080  0.208  0.371
O  -1.117  -0.299  -1.045
O  0.823  -0.681  1.250
S  0.756  -2.199  0.412
H  -1.971  -0.806  -1.118
H  0.410  -2.807  1.453

Cartesian forces, eV/Å:
-0.027 -1.109 1.268
0.150 0.387 -0.464
-0.917 -0.800 -0.083
0.836 2.070 -0.635
-1.399 -0.099 0.181
-0.348 -0.679 -0.923
0.574 -1.000 -0.173
0.915 1.910 -2.276
1.075 0.676 0.745
-0.859 -1.356 2.360


No. 6
Below is 2 unconnected molecules or ions with the total composition H3N3OS, with properties calculated with wB97M-V/def2-TZVPD.

Results
HOMO ... -8.73 eV
Max |F| ... 6.003 eV Å⁻¹
Total energy ... -17398.7692 eV
Molar mass ... 93.111 g/mol
Energy above the lowest of the compared OMol25 structures with the same formula, charge and spin ... 64.6 kcal per mole

Positions of all 8 atoms, in Å:
N  3.135  0.223  0.540
N  4.114  -0.314  0.202
O  5.205  -0.860  0.008
N  -0.880  0.485  -0.280
S  -0.418  -0.996  0.300
H  -1.725  0.672  -0.835
H  -0.125  0.880  -0.812
H  0.188  -0.565  1.384

Cartesian forces, eV/Å:
4.874 -2.779 -2.134
-1.598 1.264 1.958
-3.285 1.526 0.174
-0.126 2.155 -1.107
-0.397 -1.657 -0.418
0.247 -1.023 0.921
0.174 0.259 -0.173
0.110 0.254 0.780


No. 7
Below is 2 unconnected molecules or ions with the total composition H3N4, with properties calculated with wB97M-V/def2-TZVPD.

Results
HOMO ... -18.09 eV
Max |F| ... 6.387 eV Å⁻¹
Total energy ... -5999.0800 eV
Molar mass ... 59.052 g/mol
Energy above the lowest of the compared OMol25 structures with the same formula, charge and spin ... 30.5 kcal per mole
Net charge ... +1

Positions of all 7 atoms, in Å:
N  3.524  0.088  0.115
N  2.466  0.026  -0.156
N  -0.229  0.200  0.250
N  0.658  -0.644  0.227
H  -0.679  0.709  1.094
H  -0.864  0.553  -0.514
H  0.689  -1.144  -0.562

Cartesian forces, eV/Å:
-0.559 -0.023 -0.080
2.490 0.743 -0.452
-3.417 2.144 0.312
-2.529 1.744 5.600
2.319 -1.384 -0.448
1.279 -1.100 -0.415
0.417 -2.124 -4.517


No. 8
Below is a molecular structure, H3N4O2, with properties calculated with wB97M-V/def2-TZVPD.

Results
HOMO (spin up / spin down) ... -3.74 / -3.74 eV
Max |F| ... 4.166 eV Å⁻¹
Total energy ... -10099.1212 eV
Molar mass ... 91.050 g/mol
Energy above the lowest of the compared OMol25 structures with the same formula, charge and spin ... 29.8 kcal per mole
Net charge ... -1

Positions of all 9 atoms, in Å:
N  0.801  0.772  -0.743
N  -1.510  -0.211  0.268
N  -0.975  0.246  -0.889
N  1.433  0.179  0.147
O  0.983  -0.953  0.586
O  2.604  0.557  0.442
H  -0.824  -0.729  0.766
H  -1.924  0.670  0.818
H  -0.589  -0.532  -1.395

Cartesian forces, eV/Å:
-2.973 1.973 -1.042
-2.660 3.023 1.067
3.019 1.072 -0.503
0.691 -2.194 -0.369
0.298 0.037 0.999
-0.447 0.053 0.359
0.934 -0.541 1.069
1.508 -2.745 -1.406
-0.371 -0.678 -0.174


No. 9
Below is 2 unconnected molecules or ions with the total composition H3NO2S2, with properties calculated with wB97M-V/def2-TZVPD.

Results
HOMO (spin up / spin down) ... -9.05 / -8.10 eV
Max |F| ... 3.293 eV Å⁻¹
Total energy ... -27300.5869 eV
Molar mass ... 113.163 g/mol
Energy above the lowest of the compared OMol25 structures with the same formula, charge and spin ... 42.9 kcal per mole

Positions of all 8 atoms, in Å:
N  0.122  0.933  1.552
O  0.030  0.714  -1.564
O  0.560  -1.569  0.504
S  -0.905  -2.101  0.848
S  1.132  -0.112  0.976
H  -0.666  1.013  -2.120
H  -0.817  1.039  1.888
H  0.544  0.084  -2.085

Cartesian forces, eV/Å:
2.663 -1.409 -0.947
1.000 -0.491 0.512
0.768 0.133 -0.037
-1.186 -0.334 0.133
-1.847 2.415 1.265
-0.894 0.336 -0.781
-0.314 -0.805 -0.159
-0.191 0.156 0.014


No. 10
Below is 2 unconnected molecules or ions with the total composition H3NO3P, with properties calculated with wB97M-V/def2-TZVPD.

Results
HOMO ... -2.58 eV
Max |F| ... 2.534 eV Å⁻¹
Total energy ... -16969.5839 eV
Molar mass ... 96.002 g/mol
Energy above the lowest of the compared OMol25 structures with the same formula, charge and spin ... 118.5 kcal per mole
Net charge ... -1

Positions of all 8 atoms, in Å:
N  0.382  -0.888  0.849
O  -0.735  -1.761  0.516
O  -1.430  0.554  -1.117
O  1.030  1.362  -1.180
P  -0.402  1.144  -0.247
H  0.422  -0.575  1.847
H  -0.885  -1.241  -0.302
H  1.618  1.404  -0.366

Cartesian forces, eV/Å:
1.234 2.140 -0.566
0.326 1.054 0.066
-0.702 -0.775 -0.807
-0.026 -0.218 2.273
1.720 -0.400 1.234
-1.211 -0.784 -0.605
-1.077 -0.967 0.042
-0.265 -0.048 -1.638


No. 11
Below is 2 unconnected molecules or ions with the total composition H3NO3PS, with properties calculated with wB97M-V/def2-TZVPD.

Results
HOMO (spin up / spin down) ... -3.43 / -3.44 eV
Max |F| ... 3.533 eV Å⁻¹
Total energy ... -27805.0096 eV
Molar mass ... 128.069 g/mol
Energy above the lowest of the compared OMol25 structures with the same formula, charge and spin ... 45.8 kcal per mole
Net charge ... -1

Positions of all 9 atoms, in Å:
N  1.782  0.025  -0.426
O  -2.623  -0.208  1.283
O  -1.637  -0.008  -1.060
O  -1.293  1.825  0.516
P  1.341  -0.897  0.846
S  -1.565  0.390  0.395
H  1.621  0.999  -0.100
H  1.510  -0.110  -1.430
H  0.864  -2.016  -0.024

Cartesian forces, eV/Å:
0.491 2.772 -2.134
1.251 1.112 -1.242
-0.136 0.155 1.747
-0.169 0.151 0.548
-1.882 -2.587 0.272
-0.301 -1.763 -0.984
0.356 -0.662 -1.105
0.014 0.169 1.820
0.376 0.652 1.080


No. 12
Below is 2 unconnected molecules or ions with the total composition H3NO3Si, with properties calculated with wB97M-V/def2-TZVPD.

Results
HOMO ... -11.12 eV
Max |F| ... 3.545 eV Å⁻¹
Total energy ... -15555.3590 eV
Molar mass ... 93.114 g/mol
Energy above the lowest of the compared OMol25 structures with the same formula, charge and spin ... 40.8 kcal per mole

Positions of all 8 atoms, in Å:
O  -3.013  -0.533  -0.091
N  -2.466  -1.354  0.580
O  -1.191  -1.155  0.754
Si  0.263  -0.516  0.527
O  0.750  0.595  1.403
H  0.842  -1.569  -0.317
H  2.483  2.244  -1.800
H  2.330  2.288  -1.056

Cartesian forces, eV/Å:
0.944 -0.860 0.688
-3.390 0.474 -0.921
1.120 -0.195 0.318
0.322 -0.530 0.051
0.631 0.657 -0.018
0.385 0.470 -0.132
-0.132 0.037 0.631
0.120 -0.053 -0.617